41
Properties=species:S:1:pos:R:3:forces:R:3:mulliken_charge:R:1 method="wB97M-V/def2-TZVPD" e_tot_ha=-5954.478888 orbital_gap_ha=0.1473 total_charge=+1 e_lumo_ha=-0.217 relative_energy_kj_mol=41.3 homo_energy_ev=-9.903 multiplicity=1
C -0.488577 -1.435556 2.233915 -0.311 0.170 -0.529 -0.84
N -0.104891 -0.035855 2.236190 -1.322 -1.155 -0.866 0.71
C -1.153645 0.961126 2.304816 0.431 -0.363 0.135 -0.92
N 1.137118 0.342714 2.386229 2.938 0.965 0.726 -0.79
C 2.184645 -0.268869 1.931880 -1.075 0.294 0.051 -0.37
H -1.369510 -1.503928 1.582344 0.193 -0.428 0.094 0.25
H 0.316800 -2.054330 1.826845 -0.342 0.101 0.140 0.37
H -0.772197 -1.815675 3.238135 0.279 0.229 -0.323 0.21
H -1.948801 0.599199 1.647887 -0.109 0.329 0.091 0.28
H -1.549003 1.103314 3.319531 -0.014 0.078 -0.057 0.24
H -0.771857 1.914807 1.942776 -0.072 -0.100 0.005 0.32
H 3.152565 0.114105 2.280288 -0.508 -0.040 -0.475 0.27
H 2.156116 -1.051317 1.148233 -0.029 -0.005 0.821 0.28
Br 0.560771 -5.524635 7.621966 -0.327 0.464 -0.248 -0.10
C -0.301486 -3.960528 6.999675 -0.277 0.498 -0.183 0.00
C -1.200771 -4.011244 5.914984 0.108 -0.013 0.038 -0.53
C -1.788729 -2.845496 5.437321 0.479 0.292 0.390 -0.34
C -1.479632 -1.586723 6.022805 0.198 -0.479 -0.060 0.59
C -2.034793 -0.379552 5.487847 -0.817 -0.333 1.127 -0.05
C -1.991610 0.803291 6.200947 -0.031 0.030 0.128 -0.25
C -2.681906 1.929325 5.790616 0.219 0.034 0.324 -0.37
C -2.596271 3.186989 6.462238 0.034 0.432 -0.017 0.92
C -3.330638 4.299422 5.975675 0.308 -0.068 0.192 -0.47
C -3.190481 5.553673 6.557261 -0.098 0.099 -0.039 -0.52
C -2.315581 5.735045 7.644856 -0.152 -0.446 -0.190 0.08
Br -2.124093 7.433113 8.452235 -0.079 -0.509 -0.293 -0.10
C -1.577903 4.645458 8.140175 -0.030 -0.387 -0.132 -0.67
C -1.711560 3.391274 7.554281 -0.041 0.480 -0.025 -0.39
C -0.616684 -1.564248 7.151149 0.153 -0.534 -0.259 -0.52
C -0.031561 -2.729602 7.628339 -0.135 0.144 -0.243 -0.64
H -1.404302 -4.962549 5.425897 -0.002 0.213 0.205 0.42
H -2.490762 -2.867550 4.607367 0.173 -0.155 0.075 0.45
H -2.680989 -0.425476 4.604893 0.464 -0.067 0.080 0.67
H -1.485333 0.820457 7.171055 -0.099 0.073 -0.665 0.08
H -3.333468 1.826906 4.923500 0.152 0.241 0.002 0.41
H -3.977314 4.147410 5.108942 0.089 0.194 0.308 0.37
H -3.757968 6.402176 6.166564 0.242 -0.302 0.177 0.41
H -0.890799 4.765128 8.976595 -0.206 0.113 -0.236 0.42
H -1.087292 2.575338 7.920250 -0.244 0.341 -0.025 0.34
H -0.360399 -0.625163 7.632602 0.037 -0.271 -0.092 0.38
H 0.663630 -2.667691 8.461964 -0.176 -0.158 -0.149 0.43

=====

49
Properties=species:S:1:pos:R:3:forces:R:3:mulliken_charge:R:1 method="wB97M-V/def2-TZVPD" e_tot_ha=-4837.490052 orbital_gap_ha=0.1784 total_charge=0 e_lumo_ha=-0.102 relative_energy_kj_mol=53.1 homo_energy_ev=-7.624 multiplicity=1
Pd -0.459705 -0.037350 -0.316361 -0.574 1.156 -0.424 0.03
N -0.267818 4.098367 -1.456656 0.095 -0.151 0.112 -0.37
C -0.714740 2.851144 -1.144937 -0.122 0.418 -0.009 0.55
S -0.203240 2.150733 0.376548 -0.023 -0.362 0.204 -0.33
N -1.517599 2.243037 -1.935885 0.139 -0.301 -0.083 -1.08
N -1.833736 0.977275 -1.431430 0.426 -0.315 -0.667 1.09
C -2.894813 0.449428 -1.960323 -0.250 0.131 0.236 -0.50
C -3.634451 -0.646590 -1.465719 0.001 -0.302 -0.229 0.76
C -4.698893 -1.168619 -2.243214 0.114 0.046 0.023 -0.71
C -5.517524 -2.139884 -1.751099 -0.105 -0.104 -0.014 -0.62
C -5.312852 -2.608888 -0.431072 0.104 0.053 -0.060 -0.44
C -4.300969 -2.123836 0.346749 -0.061 0.074 0.039 -0.53
C -3.401163 -1.127269 -0.143961 0.157 0.074 0.157 0.17
O -2.442770 -0.699825 0.579978 0.366 -0.319 0.245 -0.62
H 0.273644 4.614471 -0.789374 -0.021 0.040 -0.013 0.21
H -0.690543 4.580777 -2.229742 -0.062 0.039 0.051 0.22
H -3.290408 0.987356 -2.819242 -0.019 0.112 0.079 0.38
H -4.844267 -0.787978 -3.248846 -0.010 0.024 0.016 0.36
H -6.315031 -2.548433 -2.356186 -0.019 0.019 0.018 0.40
H -5.971460 -3.372782 -0.035246 0.017 -0.013 0.003 0.38
H -4.126184 -2.484766 1.352018 -0.046 0.005 0.008 0.44
I -0.640113 -2.548657 -1.430537 -0.144 0.122 -1.419 0.14
I -0.955318 -1.708169 -4.066016 0.161 -0.512 1.159 -0.05
C 2.904307 2.125466 -1.905844 -0.007 -0.005 0.061 -1.64
C 2.419378 0.964601 -1.030918 0.100 -0.143 -0.093 1.28
C 3.472866 -0.140784 -0.985849 -0.027 0.017 -0.001 -1.67
C 1.100435 0.451672 -1.600332 0.034 0.092 -0.009 -1.03
H 3.842001 2.523691 -1.513910 0.016 -0.006 -0.039 0.43
H 2.171862 2.933091 -1.934969 0.004 0.004 0.002 0.33
H 3.079981 1.788533 -2.930938 0.008 0.013 0.000 0.35
H 2.276283 1.351119 -0.024309 -0.026 -0.052 0.031 0.12
H 3.719925 -0.473695 -1.998171 0.008 -0.006 0.008 0.43
H 3.113164 -0.996470 -0.417805 -0.004 -0.007 -0.009 0.23
H 4.389839 0.221996 -0.518242 0.014 -0.011 -0.021 0.41
H 1.256534 -0.471611 -2.155481 -0.094 -0.077 0.085 0.58
H 0.589755 1.172225 -2.232087 0.101 -0.004 -0.090 0.60
Br 2.537598 0.136227 7.004287 -0.002 -0.004 0.026 -0.18
C 2.664176 -0.526992 5.240645 0.008 0.003 0.006 0.03
C 3.788340 -1.246208 4.857749 -0.008 -0.021 -0.029 -0.17
N 3.944571 -1.731126 3.630904 -0.010 0.000 0.005 -0.64
C 2.976418 -1.505937 2.746397 -0.001 -0.021 0.036 -0.18
C 1.818253 -0.800185 3.046923 0.082 -0.049 -0.098 0.30
C 1.655836 -0.295132 4.328829 -0.036 -0.023 0.009 -0.51
C 0.776766 -0.515292 2.013142 -0.083 -0.225 -0.219 0.96
O -0.222879 0.134900 2.272590 0.258 0.118 0.723 -0.63
O 1.016130 -0.969842 0.809845 -0.473 0.452 0.189 -0.70
H 4.584963 -1.435238 5.567485 0.000 0.011 0.004 0.38
H 3.121728 -1.903217 1.750064 0.007 0.000 0.003 0.45
H 0.761721 0.258664 4.580548 0.006 0.012 -0.011 0.57

=====

44
Properties=species:S:1:pos:R:3:forces:R:3:mulliken_charge:R:1 method="wB97M-V/def2-TZVPD" e_tot_ha=-3640.812631 orbital_gap_ha=0.2939 total_charge=0 e_lumo_ha=0.013 relative_energy_kj_mol=193.0 homo_energy_ev=-7.635 multiplicity=1
O 2.134182 2.619971 2.784699 1.125 1.203 -0.494 -0.60
Br 6.157724 5.294459 -2.865639 -0.085 0.040 -0.049 -0.18
N 4.184238 2.023940 -1.307491 -0.607 0.181 1.852 -0.51
O 3.453632 4.098774 1.560642 -0.267 -2.070 -0.797 -0.42
C 2.871491 2.869197 1.848724 -2.705 -1.164 2.944 0.36
C 4.891014 2.863062 -2.071290 -0.534 1.445 0.086 -0.45
C 3.767506 2.510885 -0.114160 1.927 1.296 -2.024 0.52
C -6.175501 -3.026285 0.186755 -0.129 -0.042 0.153 -0.43
C -5.724223 -2.054508 1.081632 2.018 -0.442 -0.931 -0.69
C -5.259471 -3.609932 -0.686872 0.908 0.890 0.581 -0.68
C 4.614305 4.732179 -0.509635 0.571 -0.986 -0.506 -0.64
C -4.355730 -1.685039 1.090984 -1.352 0.309 0.479 -0.39
C -3.913698 -3.178275 -0.695683 -1.609 -1.416 -1.074 -0.28
C 5.118994 4.205736 -1.733539 -0.514 -0.392 1.088 0.17
C 3.986533 3.836400 0.317659 0.619 0.653 -1.596 0.66
C -3.471671 -2.198192 0.156327 1.282 0.223 -0.096 0.58
N 3.134173 1.911129 0.915068 0.001 -1.056 -1.041 0.26
N -2.138673 -1.790285 0.077696 0.634 0.611 -0.012 0.29
N 0.553179 -0.741509 -0.111890 1.399 0.402 0.154 0.11
C 2.567068 0.558500 0.811055 -0.293 -0.609 -0.233 -0.93
C -1.493561 -1.219649 1.277833 -0.133 -0.682 -0.813 -0.75
C -1.296217 -1.956746 -1.145350 -1.190 0.397 1.010 -1.11
C 1.264060 0.558989 -0.055439 0.557 -0.983 0.448 -0.61
C 0.033748 -1.323392 1.154119 -0.563 0.444 -0.688 -1.04
C -0.282853 -0.854463 -1.320445 0.519 0.110 1.160 -0.73
H 5.169376 2.556216 -3.069753 0.195 -0.412 0.115 0.41
H -7.218664 -3.365038 0.193312 0.451 0.254 -0.008 0.34
H -6.364998 -1.553865 1.751453 -0.778 0.303 0.724 0.41
H -5.580459 -4.399483 -1.335221 -0.021 -0.269 -0.326 0.38
H 4.774627 5.738455 -0.187598 0.113 0.498 -0.078 0.52
H -4.001552 -0.954078 1.813156 -0.195 -0.036 -0.134 0.30
H -3.217330 -3.660661 -1.374675 -0.111 0.069 0.054 0.36
H 3.345245 -0.115270 0.388775 -0.506 0.616 0.046 0.19
H 2.352263 0.180410 1.806203 0.016 0.285 0.148 0.45
H -1.844631 -0.194604 1.396744 0.234 0.228 0.351 0.38
H -1.780451 -1.829349 2.151098 -0.111 0.361 -0.137 0.59
H -0.823841 -2.907310 -1.063943 0.694 -0.912 -0.328 0.39
H -1.907523 -1.933397 -2.039916 -0.401 -0.215 -0.004 0.59
H 1.532064 0.939612 -1.047753 -0.106 -0.579 -0.075 0.53
H 0.617720 1.296743 0.353689 -0.733 1.040 0.633 0.33
H 0.302903 -2.383079 1.216474 0.012 0.038 -0.166 0.23
H 0.454017 -0.871301 2.059987 0.173 0.254 -0.453 0.35
H -0.804346 0.103768 -1.473951 -0.025 -0.155 -0.306 0.40
H 0.375330 -1.092715 -2.183840 -0.481 0.274 0.344 0.37

=====

43
Properties=species:S:1:pos:R:3:forces:R:3:mulliken_charge:R:1 method="wB97M-V/def2-TZVPD" e_tot_ha=-1857.187463 orbital_gap_ha=0.3081 total_charge=0 e_lumo_ha=0.006 relative_energy_kj_mol=136.9 homo_energy_ev=-8.234 multiplicity=1
C -0.829903 -3.569735 -0.181173 0.104 0.231 0.044 -1.86
H -1.272495 -4.151715 -0.984003 -0.083 -0.064 -0.127 0.44
H 0.206650 -3.881441 -0.062770 0.066 -0.101 0.044 0.43
H -1.366676 -3.767099 0.742517 -0.042 -0.055 0.059 0.35
C -0.885386 -2.073084 -0.526429 -0.103 -0.417 -0.064 2.25
C -0.385950 -1.317782 0.694605 -0.193 -0.135 -0.214 0.08
O -0.859797 -1.497920 1.793498 0.148 -0.060 -0.005 -0.59
C 0.712620 -0.292123 0.548835 0.391 0.398 0.265 0.49
N 1.793725 -0.620626 -0.032696 -0.678 -0.868 0.015 -0.28
C 2.961042 0.120954 -0.051172 0.382 0.375 0.015 -0.25
C 3.561789 0.397782 -1.280344 0.065 0.162 0.195 -0.34
C 4.778516 1.056605 -1.333345 -0.101 -0.056 0.271 -0.74
C 5.414534 1.409111 -0.153286 -0.052 -0.008 -0.002 0.36
C 4.843210 1.125789 1.076477 0.073 0.094 -0.088 -0.67
C 3.618622 0.489327 1.124331 -0.107 -0.061 -0.076 0.06
H 3.174145 0.238181 2.076949 -0.025 -0.002 0.087 0.44
H 5.350452 1.406787 1.986751 0.072 -0.001 0.046 0.41
Cl 6.955489 2.203304 -0.213565 0.097 0.070 -0.017 -0.22
H 5.236080 1.285980 -2.277759 0.128 0.036 -0.218 0.41
H 3.067832 0.091374 -2.188516 -0.076 -0.050 -0.100 0.45
N 0.478962 0.910149 1.148559 0.001 0.662 0.227 0.04
N -0.673234 1.247660 1.846085 0.416 -0.172 0.480 -0.71
C -1.844859 1.483986 1.133225 -0.324 0.184 -0.316 0.33
C -1.814500 1.941494 -0.181251 -0.164 -0.012 0.145 -0.20
C -2.998214 2.241836 -0.839454 -0.065 -0.099 0.277 -0.73
C -4.209872 2.071302 -0.188839 0.228 -0.018 0.008 0.36
C -4.252590 1.613459 1.121325 0.091 0.071 -0.223 -0.72
C -3.074840 1.323386 1.777176 0.251 -0.008 -0.115 -0.43
H -3.100515 0.961426 2.794223 -0.001 -0.049 0.123 0.35
H -5.201048 1.486141 1.616198 -0.123 -0.025 0.051 0.41
Cl -5.684106 2.430777 -1.019872 -0.203 0.054 -0.100 -0.23
H -2.974067 2.614001 -1.848852 -0.039 0.030 -0.191 0.41
H -0.869136 2.068669 -0.683995 0.099 0.036 -0.068 0.46
H -0.814889 0.670495 2.670950 0.170 0.075 -0.314 0.38
H 1.199322 1.622008 1.103750 -0.199 -0.210 0.089 0.30
C -2.348127 -1.648181 -0.726215 0.072 0.133 0.143 -1.70
H -2.918410 -1.793002 0.188816 -0.058 -0.047 0.048 0.39
H -2.415705 -0.596750 -1.003061 -0.040 0.052 -0.039 0.24
H -2.794407 -2.241284 -1.519015 -0.040 -0.100 -0.126 0.49
C -0.084574 -1.809765 -1.797799 -0.150 -0.140 0.028 -1.88
H -0.112377 -0.757429 -2.069849 0.060 0.129 -0.077 0.35
H -0.514136 -2.382252 -2.617760 -0.142 -0.046 -0.060 0.48
H 0.946806 -2.111795 -1.663240 0.093 0.011 -0.123 0.40

=====

47
Properties=species:S:1:pos:R:3:forces:R:3:mulliken_charge:R:1 method="wB97M-V/def2-TZVPD" e_tot_ha=-2120.783394 orbital_gap_ha=0.3206 total_charge=0 e_lumo_ha=0.007 relative_energy_kj_mol=19.3 homo_energy_ev=-8.539 multiplicity=1
O -0.378113 -5.560314 -3.439889 -0.708 -0.829 -0.159 -0.64
O -0.847547 2.198591 0.765098 0.767 -1.968 0.912 -0.81
O -1.748726 0.460160 2.281496 0.831 0.027 -0.921 -0.72
F 1.494197 3.516657 6.795821 -0.041 0.036 -0.270 -0.32
Cl 0.662195 5.155781 4.504469 0.072 -0.025 -0.069 -0.22
O 1.999650 1.263972 -3.355181 -0.172 1.165 -1.226 -0.55
C -0.537565 -4.778315 -2.528635 2.114 -1.120 -0.625 0.39
C 1.629479 1.460348 5.629115 -0.254 0.014 -1.746 -0.60
C -0.314701 -1.132572 -2.233768 0.168 -0.877 -0.087 -0.06
C 1.474916 0.733832 4.406309 -0.131 0.609 0.937 -0.67
C 0.817779 2.758238 3.281453 -0.356 0.059 -0.643 -0.23
C -0.906489 -1.716892 0.362134 -0.011 -0.956 -0.412 -1.32
C 1.375375 2.841343 5.644022 0.299 -1.652 -0.121 0.25
C 1.002140 3.455647 4.464542 -0.286 0.501 0.123 0.25
C -0.541826 -2.456919 -1.893065 0.169 0.791 0.931 -0.27
C -0.342886 -0.109359 -1.293741 -0.450 2.015 -2.473 1.08
C 1.002488 1.369678 3.231570 1.065 1.794 3.893 0.44
C -0.863375 -2.765162 -0.546496 0.510 0.928 -0.580 0.59
C -0.653063 -0.408519 -0.000521 0.147 0.525 2.612 -0.94
N -0.409330 -3.465967 -2.831174 -0.670 1.184 0.126 -0.15
N -0.224068 1.218750 -1.682038 0.442 -0.924 -0.264 -0.06
N 0.774230 0.631634 2.140178 -1.383 0.818 -4.033 -0.24
C -0.445609 -5.187604 -1.084669 -1.301 0.209 0.838 -0.63
C -1.145369 -4.166360 -0.159039 0.634 -0.438 0.323 -0.76
C -1.350977 2.943794 -2.939995 0.133 0.391 0.700 -1.68
C 1.056837 2.367337 -3.422077 0.058 -1.717 1.406 -0.65
C -0.325308 1.825977 -3.008510 0.440 0.328 0.046 0.38
S -0.722647 0.837014 1.323381 -1.547 0.400 0.242 1.55
H 1.834053 0.784979 -2.549001 -0.173 -0.053 0.641 0.35
H 1.920954 0.950040 6.534347 0.078 0.029 0.040 0.40
H -0.068865 -0.933043 -3.251512 0.160 0.372 -0.551 0.42
H 1.692942 -0.351525 4.378919 -0.228 0.754 0.141 0.27
H 0.456040 3.316599 2.399467 0.333 -0.452 0.634 0.50
H -1.167787 -1.953652 1.372838 -0.120 0.014 0.531 0.55
H -0.232043 -3.280930 -3.821048 -0.156 0.073 0.602 0.22
H -0.468141 1.831742 -0.934359 -0.008 0.641 0.211 0.22
H 0.922429 -0.321311 2.249106 0.369 -2.075 0.174 0.28
H 0.602415 -5.281778 -0.800990 0.138 0.104 -0.318 0.30
H -0.900678 -6.181567 -0.965681 0.197 0.329 -0.165 0.32
H -0.803693 -4.289904 0.878651 -0.367 -0.272 -0.235 0.41
H -2.212917 -4.292760 -0.215376 -0.570 -0.393 0.183 0.28
H -1.187552 3.652988 -2.087156 -0.178 -0.904 -0.411 0.33
H -1.313791 3.578359 -3.801695 0.075 0.222 -0.793 0.47
H -2.328578 2.485522 -2.911472 -0.433 0.197 0.331 0.37
H 1.348604 3.145529 -2.705877 0.018 0.065 -0.195 0.27
H 1.022655 2.756767 -4.421935 0.230 0.071 -0.495 0.40
H -0.647730 1.093176 -3.758018 0.094 -0.010 0.214 0.21